The following is a quantum chemistry calculation of a structure of composition FH5N3P in a non-equilibrium geometry, from the OMol25 dataset.

```
10
Properties=species:S:1:pos:R:3:forces:R:3:lowdin_charge:R:1
P 0.465978 0.183909 -0.104828 -2.7 3.8 1.0 0.618
F 1.009107 1.737320 0.186952 -0.8 -2.0 -1.4 -0.257
N -1.732287 0.661718 -0.285724 4.2 -3.1 3.6 -0.074
N 1.233606 -0.752876 -1.053468 -0.5 0.5 0.8 -0.183
N 0.550265 -0.318545 1.448004 1.5 -0.3 -1.3 -0.092
H -1.931733 -0.388384 -0.105020 -0.1 2.2 -1.3 0.009
H 1.272682 -1.044862 1.328268 -0.9 -0.3 1.2 0.065
H -0.348220 -0.502174 1.815629 -0.6 -0.8 0.9 0.031
H -1.668561 0.899367 -1.227325 -0.4 -0.1 -2.4 -0.083
H 1.149161 -0.475471 -2.002492 0.3 0.0 -1.2 -0.035
```
Positions in Å, forces in eV/Å.

As for the spin multiplicity: 1. The value obtained for the HOMO-LUMO gap is 10.11 eV. As for the charge: 0. As for the energy relative to the best compared isomer or geometry (same formula, charge and spin): 46.7 kcal per mole. As for the largest force on an atom: 6.31 eV/A. For the HOMO energy, the calculation gives -10.05 eV. The calculation puts the LUMO energy at 0.069 eV.

***

The following is a quantum chemistry calculation of a structure of composition FH6O2PS2Ta in a non-equilibrium geometry, from the OMol25 dataset.

```
13
Properties=species:S:1:pos:R:3:forces:R:3:lowdin_charge:R:1
Ta -0.053055 -1.042197 -0.076898 -1.1 -2.2 -1.4 0.980
S -2.254043 1.552438 -1.591854 0.1 0.0 -0.5 -0.119
S 1.900554 0.600810 0.106057 7.7 0.5 2.3 0.490
P -1.853352 0.837084 0.196262 -0.8 -0.2 0.9 -0.108
F 1.700062 2.029937 -0.856327 0.3 -1.7 1.5 -0.373
O 2.315072 0.945687 1.573572 -2.4 -0.3 -4.8 -0.488
O 3.155480 -0.131583 -0.511150 -5.0 2.4 1.2 -0.493
H -1.456975 1.898707 1.086657 -0.6 -0.6 0.0 -0.095
H 1.123222 -2.453202 -0.263829 -0.5 0.2 0.6 -0.178
H -3.054464 0.150980 0.692535 0.9 0.9 0.3 -0.097
H -1.463794 -2.263788 -0.218313 0.5 0.9 -0.1 -0.163
H -0.032818 -1.374441 1.775607 0.3 0.1 -0.3 -0.184
H -0.025887 -0.750432 -1.912318 0.5 -0.2 0.2 -0.172
```
Positions in Å, forces in eV/Å.

As for the spin multiplicity: 1. The value obtained for the HOMO-LUMO gap is 5.79 eV. As for the charge: -1. As for the largest force on an atom: 8.07 eV/A. For the HOMO energy, the calculation gives -4.93 eV. The calculation puts the LUMO energy at 0.859 eV.